C4H8O2 | ωB97M-V/def2-TZVPD

Its molar mass is 88.11 g mol⁻¹. The calculated total energy is -8371.71365 eV. The value obtained for the energy above the lowest of the compared OMol25 structures with the same formula, charge and spin is 1.5681 eV. The SMILES is CO[C@@H](C)C=O. For the maximum force, the calculation gives 0.00967 Eh/bohr. As for the highest occupied orbital energy: -9.63 eV. The gap between HOMO and LUMO is 10.66 eV.

```
! RIJCOSX wB97M-V def2-TZVPD def2/J DEFGRID3
* xyz 0 1
O -0.84 -0.44 0.41
O 2.20 -0.66 -0.76
C 0.11 0.43 -0.18
C -0.03 1.78 0.48
C -1.06 -1.63 -0.32
C 1.47 -0.19 0.09
H 0.17 1.70 1.55
H -0.03 0.49 -1.27
H -1.73 -1.45 -1.18
H 0.66 2.51 0.04
H 1.73 -0.24 1.17
H -1.53 -2.34 0.36
H -1.06 2.15 0.36
H -0.13 -2.06 -0.70
*
```


C24H31NOSTi | ωB97M-V/def2-TZVPD

Its molar mass is 429.45 g mol⁻¹. The calculated total energy is -62867.18439 eV. The value obtained for the energy above the lowest of the compared OMol25 structures with the same formula, charge and spin is 0.4914 eV. For the maximum force, the calculation gives 0.02433 Eh/bohr. As for the highest occupied orbital energy: -14.07 eV. The gap between HOMO and LUMO is 6.74 eV.

```
! RIJCOSX wB97M-V def2-TZVPD def2/J DEFGRID3
* xyz 2 1
Ti -0.09 0.39 0.15
S 1.64 1.73 -0.53
O 0.99 -1.17 -0.57
N -1.44 0.91 -1.31
C -2.54 1.87 2.07
C -1.30 0.20 -2.46
C 0.54 2.22 2.97
C -1.34 0.85 -3.68
C -1.56 2.22 -3.72
C 1.96 5.49 -1.90
C -2.98 -1.14 1.31
C -1.19 -1.30 -2.35
C -0.22 -2.67 1.71
C -1.73 2.23 -1.36
C 0.42 4.21 0.02
C 2.13 4.13 -1.67
C -1.79 2.91 -2.54
C -1.66 -0.51 1.62
C 1.98 -0.49 2.59
C -1.45 0.85 1.94
C 1.02 6.21 -1.17
C -0.42 -1.19 1.80
C 0.55 -0.24 2.22
C 1.35 3.48 -0.72
C 1.33 -1.32 -2.03
C 0.25 5.57 -0.21
C 0.15 -1.93 -2.75
C -0.09 1.03 2.32
H -0.46 6.14 0.38
H 2.57 5.99 -2.64
H -1.92 2.72 -0.42
H 0.84 -2.94 1.64
H -0.10 3.09 2.95
H 1.55 -0.32 -2.36
H 1.12 -2.01 -0.11
H -0.77 -3.12 0.88
H -3.61 -0.49 0.71
H -2.16 2.89 2.02
H 2.35 -1.44 2.22
H -3.32 1.76 1.31
H -1.22 0.27 -4.59
H 0.73 1.97 4.02
H -1.59 2.73 -4.67
H -3.01 1.74 3.04
H -2.87 -2.09 0.78
H -2.02 3.97 -2.54
H 2.06 -0.50 3.68
H -3.50 -1.35 2.24
H 0.09 -3.00 -2.58
H 1.50 2.49 2.51
H 0.90 7.27 -1.35
H -0.16 3.73 0.79
H -0.59 -3.14 2.63
H -1.98 -1.73 -2.97
H 2.87 3.57 -2.24
H 0.33 -1.80 -3.82
H -1.45 -1.59 -1.33
H 2.23 -1.92 -2.08
H 2.63 0.30 2.22
*
```


C4H24N8O8 | ωB97M-V/def2-TZVPD

Its molar mass is 312.28 g mol⁻¹. The calculated total energy is -32839.05168 eV. The value obtained for the energy above the lowest of the compared OMol25 structures with the same formula, charge and spin is 4.3136 eV. The SMILES is NC(N)=O.NC(N)=O.NC(N)=O.NC(N)=O.O.O.O.O. For the maximum force, the calculation gives 0.16288 Eh/bohr. As for the highest occupied orbital energy: -9.70 eV. The gap between HOMO and LUMO is 10.03 eV.

```
! RIJCOSX wB97M-V def2-TZVPD def2/J DEFGRID3
* xyz 0 1
O 2.51 2.03 -3.25
O 0.13 5.29 6.11
O -1.56 3.47 -1.41
O -4.38 2.48 1.56
O 4.41 -1.75 -1.66
O -1.73 -4.78 -1.23
O 0.30 0.10 1.02
O 6.42 2.60 0.19
N -6.54 1.95 1.27
N 3.39 -3.56 -2.53
N 0.87 1.43 2.85
N -3.85 -4.08 -1.60
N -5.18 0.57 0.50
N -2.32 -2.82 -2.14
N 2.42 0.53 1.68
N 5.14 -3.84 -1.32
C 4.32 -2.99 -1.84
C -2.55 -3.94 -1.61
C 1.12 0.68 1.75
C -5.26 1.76 1.13
H 6.01 -3.63 -0.85
H -7.21 1.22 1.09
H 5.05 -4.77 -1.70
H 0.45 5.72 5.31
H 6.27 1.66 0.08
H 3.12 -4.51 -2.72
H -6.02 0.06 0.28
H 1.60 1.62 3.52
H -2.49 3.70 -1.41
H -4.14 -4.99 -1.28
H -4.38 -3.61 -2.32
H 2.80 0.02 0.90
H -4.22 0.25 0.52
H -6.84 2.81 1.71
H -3.00 -2.18 -2.52
H 0.80 4.64 6.32
H -1.39 3.11 -0.54
H 2.76 -2.85 -2.88
H 3.41 2.28 -3.46
H -0.05 1.82 2.98
H 2.99 0.87 2.44
H -1.43 -2.53 -1.77
H 2.59 1.12 -2.94
H 5.66 3.01 -0.21
*
```


C4H9NOS | ωB97M-V/def2-TZVPD

Its molar mass is 119.19 g mol⁻¹. The calculated total energy is -18664.84770 eV. The value obtained for the energy above the lowest of the compared OMol25 structures with the same formula, charge and spin is 2.6787 eV. For the maximum force, the calculation gives 0.05447 Eh/bohr. As for the highest occupied orbital energy (alpha / beta): -6.70 / -6.70 eV. The gap between HOMO and LUMO (alpha / beta) is 7.21 / 7.21 eV.

```
! RIJCOSX wB97M-V def2-TZVPD def2/J DEFGRID3
* xyz 0 1
S 0.53 2.97 -0.18
O 1.83 3.37 -0.74
N 0.55 1.08 -0.20
C -0.39 0.21 0.19
C -0.26 -1.26 0.05
C -1.62 0.84 0.75
C 1.79 0.59 -0.74
H -2.28 0.11 1.21
H -2.16 1.37 -0.03
H 0.77 -1.60 0.10
H -0.83 -1.75 0.83
H -1.33 1.59 1.48
H -0.66 -1.59 -0.92
H 2.37 1.46 -1.08
H 2.37 0.07 0.02
H 1.63 -0.07 -1.59
*
```


C62H145O38P7S5 | ωB97M-V/def2-TZVPD

Its molar mass is 1875.96 g mol⁻¹. The calculated total energy is -263657.36250 eV. The value obtained for the energy above the lowest of the compared OMol25 structures with the same formula, charge and spin is 4.9102 eV. The SMILES is CCOP(=O)(OCC)OCC.CCOP(=O)(OCC)OCC.CCOP(=O)(OCC)OCC.CCOP(=O)(OCC)OCC.CCOP(=O)(OCC)OCC.CCOP(=O)(OCC)OCC.CCOP(=O)(OCC)OCC.O=S1(=O)CCCC1.O=S1(=O)CCCC1.O=S1(=O)CCCC1.O=S1(=O)CCCC1.O=S1(=O)CCCC1. For the maximum force, the calculation gives 0.07955 Eh/bohr. As for the highest occupied orbital energy: -10.02 eV. The gap between HOMO and LUMO is 10.29 eV.

```
! RIJCOSX wB97M-V def2-TZVPD def2/J DEFGRID3
* xyz 0 1
S -11.86 1.44 -2.48
S 10.20 -4.17 4.02
S -5.77 -7.32 -3.00
S -0.60 0.11 -1.87
S 3.88 -10.90 -0.56
P 3.94 0.77 -10.75
P 3.25 -5.95 8.21
P 3.68 4.74 10.49
P 4.06 7.77 -1.18
P 0.83 -11.19 -10.62
P -5.83 10.74 -2.92
P -3.99 4.39 8.88
O -1.91 0.05 -1.20
O -0.50 -10.33 -10.76
O -7.33 11.39 -3.07
O -4.66 11.62 -3.27
O -3.67 2.98 9.54
O -5.86 10.25 -1.32
O 4.10 0.09 -9.26
O 4.23 -4.73 8.63
O 1.90 -9.97 -10.85
O 3.04 -6.18 6.76
O -5.97 9.37 -3.77
O -4.05 4.11 7.33
O -5.27 -7.50 -4.37
O 4.78 -0.22 -11.76
O 4.81 9.21 -1.02
O 4.52 3.60 10.97
O 3.62 -7.26 9.16
O 9.72 -4.98 5.16
O 2.63 8.01 -0.31
O 4.15 -9.68 -1.30
O 4.77 -11.35 0.47
O 3.45 7.79 -2.67
O -5.58 4.64 9.16
O -4.84 -7.16 -1.91
O 1.03 -11.93 -9.35
O 4.32 2.19 -10.85
O 0.80 -12.05 -12.00
O 2.37 0.35 -11.02
O 4.52 6.05 10.12
O -12.03 1.70 -1.05
O 4.82 6.47 -0.93
O -0.36 1.13 -2.91
O 1.88 -5.48 8.96
O -12.21 0.18 -3.14
O 2.53 5.30 11.50
O 11.61 -3.78 3.82
O 2.83 4.43 9.14
O -3.16 5.52 9.32
C -4.08 8.61 -5.04
C 2.67 4.66 13.72
C 4.88 -5.59 10.90
C 2.16 -10.84 0.18
C 3.98 6.87 -3.61
C -8.32 -6.54 -2.20
C 1.99 -9.08 -8.46
C -6.16 11.18 -0.34
C -4.49 4.66 5.15
C -5.64 10.98 1.13
C -4.80 8.48 -3.81
C 1.24 -11.61 -0.83
C 1.85 -8.75 -9.99
C 4.50 -4.39 10.04
C 1.91 9.21 -0.39
C -3.74 5.12 6.39
C -12.55 2.98 -3.42
C 5.29 0.01 -8.61
C -0.09 -4.48 8.13
C 5.72 9.35 0.05
C 5.44 -0.55 -14.13
C 4.17 4.39 7.16
C 5.45 7.09 -3.99
C 1.47 0.59 -9.93
C 1.15 -11.34 -13.21
C -6.96 -8.61 -2.45
C 3.32 3.55 8.15
C 5.23 -0.84 -7.35
C -3.47 2.83 10.94
C -2.28 -11.55 -11.43
C 3.53 -12.29 -1.77
C -8.57 10.79 -2.72
C 7.08 9.87 -0.52
C -6.09 5.68 9.91
C 0.66 0.22 -0.61
C 0.68 -2.14 -1.30
C -8.32 -8.02 -2.52
C 2.36 9.98 0.83
C 5.52 0.31 -12.85
C -10.07 3.41 -3.40
C -11.34 3.58 -4.21
C 9.41 -4.77 2.41
C 3.67 -8.54 8.65
C 0.07 0.63 -10.64
C -0.09 -1.56 -2.43
C 3.54 8.28 10.29
C 0.71 -1.24 -0.11
C 3.89 7.09 9.39
C 0.24 -11.88 -14.31
C 8.27 -2.65 2.78
C -10.04 1.96 -2.87
C -7.40 5.36 10.66
C 8.78 -3.59 1.63
C 2.10 -12.82 -1.51
C 1.34 -4.21 8.63
C -1.79 -10.68 -10.29
C 9.17 -2.62 3.97
C -4.49 1.86 11.47
C -7.10 -5.94 -2.99
C 2.97 5.80 12.74
C 2.78 -9.34 9.58
C -9.49 10.81 -3.95
H -9.38 11.77 -4.45
H -0.69 -3.58 8.25
H -12.85 3.67 -2.63
H -2.48 -9.85 -10.15
H 9.59 -3.11 1.09
H 3.06 6.72 8.78
H -6.27 10.31 1.71
H -6.64 -5.00 -2.68
H -4.12 8.72 -2.99
H 2.21 9.78 -1.28
H -9.22 3.64 -4.03
H -0.83 -11.91 -14.10
H -5.84 12.17 -0.67
H 4.40 -0.64 -14.46
H 6.56 0.27 -12.51
H -11.19 3.13 -5.20
H 10.32 -5.24 2.04
H -0.57 1.30 -10.06
H -4.22 7.70 -5.61
H -2.45 2.51 11.17
H 5.08 4.85 7.55
H -8.18 4.95 10.03
H -7.75 6.19 11.29
H 5.34 10.00 0.84
H 2.43 6.69 13.05
H 1.70 10.80 1.11
H 2.63 3.11 7.43
H -1.76 -11.15 -9.30
H -8.19 -6.39 -1.13
H 6.01 -0.13 -14.95
H 8.70 -5.57 2.61
H -7.34 -5.81 -4.04
H -9.79 1.40 -3.77
H -7.17 4.60 11.41
H 5.18 1.30 -13.13
H 7.93 -1.67 2.44
H 3.11 4.96 14.67
H 8.88 -2.42 5.00
H 1.75 1.52 -9.43
H 1.53 -0.21 -9.20
H 0.30 1.01 0.04
H -9.04 11.44 -1.97
H 0.95 -10.28 -13.08
H 0.50 -11.56 -15.32
H 5.53 6.47 -4.88
H 3.31 -8.70 7.63
H 0.83 9.11 -0.42
H -2.06 -11.17 -12.42
H -9.33 1.77 -2.06
H 1.55 0.47 -1.20
H 2.86 -10.41 9.38
H 4.35 8.34 11.02
H -9.06 -8.57 -1.94
H 7.08 10.95 -0.68
H 2.67 -8.15 -10.38
H -3.97 3.79 4.75
H 5.70 -6.09 10.39
H -5.16 7.46 -3.69
H -5.50 4.30 5.37
H 3.51 5.20 6.86
H -3.58 3.81 11.40
H -4.63 10.58 1.08
H 5.26 -5.14 11.82
H 3.27 10.53 0.56
H 1.34 -9.85 -8.04
H -8.50 9.80 -2.27
H 1.99 -9.81 0.51
H 9.91 -1.87 3.67
H -0.17 -1.24 0.53
H 2.20 -13.64 -0.80
H -2.99 8.67 -5.03
H 1.60 -13.23 -2.39
H 5.83 -1.57 -14.05
H -10.52 10.84 -3.59
H -8.69 -8.18 -3.53
H 4.03 6.04 12.76
H 2.21 -11.41 -13.44
H 1.60 -1.43 0.50
H -0.18 -4.82 7.10
H 5.34 -3.69 10.00
H 5.11 -1.90 -7.59
H -3.36 -11.73 -11.41
H 3.43 6.94 -4.55
H 1.82 -8.17 -7.89
H -6.78 -8.91 -1.41
H 1.71 -2.32 -1.61
H 5.78 8.37 0.51
H 1.11 -10.95 -1.69
H -1.86 -12.55 -11.34
H 3.52 -11.94 -2.80
H 4.45 -0.61 -6.62
H -4.10 6.05 6.84
H 1.72 -9.17 9.45
H 7.38 -3.21 3.05
H 5.57 1.03 -8.37
H 0.95 -8.18 -10.20
H 3.56 9.26 9.80
H -0.45 -0.32 -10.73
H -0.43 -5.26 8.81
H -6.65 -9.47 -3.05
H -7.25 11.16 -0.38
H -4.44 0.91 10.94
H 0.44 -12.94 -14.45
H -2.66 5.27 6.33
H 7.84 9.63 0.22
H 4.02 -6.16 11.23
H 7.39 9.50 -1.50
H 0.11 1.10 -11.62
H 2.19 -11.55 1.00
H 4.57 7.41 8.59
H -9.42 9.98 -4.65
H 1.23 -3.65 9.56
H 2.65 7.96 10.83
H 3.88 5.84 -3.25
H 2.50 9.34 1.70
H -4.45 1.77 12.55
H -9.24 -6.04 -2.52
H 2.95 -9.47 -8.11
H 5.73 8.13 -4.20
H 8.08 -3.85 0.84
H 3.12 3.68 13.57
H -5.44 11.94 1.61
H -5.30 5.89 10.63
H 3.93 2.68 8.41
H 6.07 6.59 -3.25
H 4.25 -13.07 -1.51
H -10.05 4.06 -2.52
H 3.06 -9.27 10.63
H 0.25 -3.12 -1.10
H 1.60 4.50 13.83
H 4.67 -8.97 8.64
H -6.10 6.47 9.17
H -4.57 5.39 4.34
H -0.99 -2.15 -2.65
H 3.65 -3.90 10.52
H -13.40 2.70 -4.04
H 6.03 -0.45 -9.27
H -5.43 2.37 11.23
H -11.49 4.63 -4.48
H 0.50 -1.39 -3.33
H -4.32 9.49 -5.64
H 4.57 3.89 6.27
H 1.92 -3.52 8.01
H 0.30 -11.96 -0.40
H 6.16 -0.93 -6.79
*
```


C4H7NO | ωB97M-V/def2-TZVPD

Its molar mass is 85.11 g mol⁻¹. The calculated total energy is -7796.70874 eV. The value obtained for the energy above the lowest of the compared OMol25 structures with the same formula, charge and spin is 2.9357 eV. The SMILES is C1N[C@H]1[C@H]1CO1. For the maximum force, the calculation gives 0.00586 Eh/bohr. As for the highest occupied orbital energy: -9.58 eV. The gap between HOMO and LUMO is 10.74 eV.

```
! RIJCOSX wB97M-V def2-TZVPD def2/J DEFGRID3
* xyz 0 1
O -1.13 0.03 -1.11
N 0.12 0.81 1.36
C -1.34 -1.23 -0.46
C 0.80 -0.07 0.42
C 1.04 1.39 0.38
C 0.01 -0.70 -0.69
H -1.73 -2.02 -1.10
H -1.78 -1.17 0.53
H 0.60 -1.14 -1.50
H 0.61 1.94 -0.46
H -0.84 0.96 1.03
H 1.95 1.81 0.79
H 1.55 -0.72 0.87
*
```


C33H37BF2O2S | ωB97M-V/def2-TZVPD

Its molar mass is 546.53 g mol⁻¹. The calculated total energy is -55861.07826 eV. The value obtained for the energy above the lowest of the compared OMol25 structures with the same formula, charge and spin is 0.0000 eV. For the maximum force, the calculation gives 0.07273 Eh/bohr. As for the highest occupied orbital energy: -5.65 eV. The gap between HOMO and LUMO is 1.53 eV.

```
! RIJCOSX wB97M-V def2-TZVPD def2/J DEFGRID3
* xyz 0 1
S 1.42 -6.10 0.66
F 2.33 8.42 -0.10
F -3.03 8.44 1.48
O 0.67 -4.57 -1.68
O -1.37 -3.69 -0.81
C 0.98 -0.75 1.52
C -0.49 -6.59 2.29
C -1.21 -2.40 -2.83
C 1.29 -8.44 2.15
C -1.60 5.10 0.88
C 2.35 -0.61 1.27
C -5.41 7.17 0.72
C -4.01 5.08 0.47
C 1.00 6.45 0.06
C 2.09 4.38 0.78
C 0.24 -1.79 0.93
C -2.80 4.41 0.53
C -4.11 6.44 0.80
C -0.80 -5.30 1.70
C -1.72 6.46 1.32
C -0.36 -4.86 -2.62
C -0.83 -6.31 -2.49
C 3.30 5.04 0.82
C 0.88 5.09 0.50
C -1.50 -3.79 -2.22
C 0.12 -4.94 0.74
C 0.27 -4.69 -4.00
C 2.23 7.07 0.17
C 0.69 -7.13 1.84
C -2.95 7.09 1.22
C 3.11 0.52 1.91
C 2.24 -2.57 -0.17
C -0.36 4.43 0.72
C 0.88 -2.70 0.11
C 3.40 6.42 0.58
C 4.67 7.16 0.79
C -2.93 -4.21 -2.53
C 2.98 -1.54 0.43
B 0.00 -3.94 -0.58
H -6.22 6.45 0.61
H 0.13 7.01 -0.30
H -0.85 7.01 1.68
H -5.45 7.84 -0.16
H -3.14 -5.21 -2.15
H -1.67 -4.69 1.99
H 2.74 1.51 1.60
H 4.95 7.80 -0.06
H -1.71 -1.64 -2.23
H 1.05 -5.45 -4.12
H -1.15 -7.12 2.98
H 0.74 -8.94 2.94
H -0.12 -2.20 -2.83
H -0.36 3.34 0.74
H 2.01 3.32 1.02
H 5.47 6.43 0.94
H 1.25 -9.05 1.24
H 3.00 0.48 3.00
H 4.22 4.51 1.07
H 2.34 -8.36 2.47
H -3.09 -4.20 -3.61
H -1.59 -2.35 -3.87
H -5.61 7.78 1.61
H 0.73 -3.70 -4.10
H -1.37 -6.48 -1.54
H -1.50 -6.56 -3.33
H -3.63 -3.50 -2.07
H -0.47 -4.84 -4.79
H 4.04 -1.47 0.22
H 2.72 -3.28 -0.84
H -2.73 3.36 0.23
H -0.83 -1.90 1.13
H 4.65 7.79 1.69
H -4.92 4.57 0.15
H 4.17 0.48 1.66
H 0.04 -6.99 -2.54
H 0.46 -0.05 2.18
*
```